one | The following is a DFT calculation (the ωB97M-V functional and the def2-TZVPD basis) of 3 unconnected molecules or ions with the total composition C2H12N2O2.

XYZ file:
```
18
C2H12N2O2 the ωB97M-V functional and the def2-TZVPD basis
C -0.44198 -0.37978 2.21459
N -0.93440 -0.03690 0.86701
C -0.33427 -0.70937 -0.29267
N 0.96794 -0.18018 -0.61092
H -0.39539 0.46773 2.89242
H -1.05362 -1.17051 2.65593
H 0.55836 -0.78883 2.06469
H -1.94319 -0.02854 0.91701
H -1.08557 -0.64615 -1.07834
H -0.21074 -1.77836 -0.10017
H 0.93668 0.79733 -0.88907
H 1.60927 -0.28852 0.15716
O 1.08519 -1.35385 -3.48802
H 1.05424 -0.83995 -2.65314
H 2.02148 -1.44402 -3.62832
O -0.26105 2.90988 0.21195
H -0.46998 2.32524 0.95833
H -1.10296 3.14478 -0.19845
```

For the orbital gap, the calculation gives 0.3625 Ha. As for the structure (SMILES): CNCN.O.O. Its multiplicity is 1. For the LUMO energy, the calculation gives 0.780 eV.

=====

two | The following is a DFT calculation (the ωB97M-V functional and the def2-TZVPD basis) of 3 unconnected molecules or ions with the total composition C2H12N2O2.

XYZ file:
```
18
C2H12N2O2 the ωB97M-V functional and the def2-TZVPD basis
N -1.43888 0.75928 1.48392
C -0.21349 -0.00837 1.72031
C 1.04269 0.75399 1.33224
N 1.03840 0.97165 -0.09734
H -2.17896 0.24418 1.94078
H -1.48032 1.67918 1.90129
H -0.08950 -0.28710 2.77898
H -0.23974 -0.93279 1.14550
H 1.87474 0.11368 1.63745
H 1.08402 1.69034 1.88366
H 1.78159 1.47175 -0.55732
H 0.12100 1.23616 -0.42043
O -2.52651 -0.63595 -1.81819
H -2.78021 -1.40723 -2.33718
H -2.20039 -0.95820 -0.96023
O 2.17325 -1.41787 -2.13650
H 2.77127 -2.10555 -1.82926
H 1.69363 -1.14351 -1.34430
```

For the orbital gap, the calculation gives 0.3622 Ha. As for the structure (SMILES): NCCN.O.O. Its multiplicity is 1. For the LUMO energy, the calculation gives 0.784 eV.

=====

three | The following is a DFT calculation (the ωB97M-V functional and the def2-TZVPD basis) of 3 unconnected molecules or ions with the total composition C2H12N2O2.

XYZ file:
```
18
C2H12N2O2 the ωB97M-V functional and the def2-TZVPD basis
N 0.32293 -2.15569 -0.28127
C 1.53119 -1.36319 0.08288
C 1.48911 -0.20827 -0.95166
N 0.42848 0.83132 -0.64781
H 0.53253 -2.81992 -1.02249
H -0.08938 -2.59200 0.52834
H 2.48746 -1.83941 -0.06112
H 1.45859 -0.93442 1.08390
H 2.39760 0.35786 -0.76803
H 1.46526 -0.56213 -1.97901
H -0.33483 0.27767 -1.07836
H 0.50289 1.68176 -1.20030
O -3.68247 2.17504 -1.43601
H -2.93562 1.56616 -1.31957
H -4.43835 1.58008 -1.37337
O -0.27935 0.99547 3.66819
H 0.05888 1.33726 2.83141
H -0.91492 1.67240 3.92428
```

For the orbital gap, the calculation gives 0.3722 Ha. As for the structure (SMILES): NCCN.O.O. Its multiplicity is 1. For the LUMO energy, the calculation gives 0.780 eV.

=====

Energetically preferred structure: two | next structure: +0.0019 hartree